The following is a DFT calculation (the ωB97M-V functional and the def2-TZVPD basis) of a structure of composition C54H46F3MnN5O6S2.

Atoms and positions in Å:
Mn  -0.4107  0.6783  -0.3381
C  5.7955  -0.2888  2.1024
C  4.4057  -0.9052  2.1106
C  4.3601  -2.1899  2.9295
O  3.4934  0.0349  2.6339
C  2.3243  0.0752  1.8233
C  2.7551  -0.5456  0.4953
O  4.0111  -1.1605  0.7713
C  1.7258  -1.5506  -0.0782
O  0.4854  -0.9492  -0.1254
C  1.6691  -2.7958  0.8217
C  2.5586  -3.8563  0.6612
C  2.4810  -4.9721  1.4818
C  1.5206  -5.0445  2.4825
C  0.6293  -3.9941  2.6493
C  0.7026  -2.8831  1.8174
C  2.1248  -1.9874  -1.4980
C  1.2022  -2.7616  -2.1977
C  1.4548  -3.1848  -3.4900
C  2.6464  -2.8308  -4.1145
C  3.5723  -2.0638  -3.4264
C  3.3175  -1.6466  -2.1223
C  1.7990  1.5228  1.7088
O  0.6816  1.5409  0.9061
C  2.9022  2.4370  1.1475
C  3.9578  2.8651  1.9494
C  4.9406  3.6994  1.4356
C  4.8799  4.1221  0.1148
C  3.8295  3.7036  -0.6892
C  2.8463  2.8684  -0.1733
C  1.3584  2.0380  3.0914
C  0.8084  3.3192  3.1379
C  0.2248  3.8093  4.2930
C  0.1929  3.0230  5.4412
C  0.7714  1.7646  5.4168
C  1.3519  1.2729  4.2502
H  6.0886  -0.0130  3.1161
H  5.7814  0.6038  1.4760
H  6.5048  -1.0087  1.6928
H  4.6805  -1.9759  3.9505
H  5.0179  -2.9381  2.4855
H  3.3434  -2.5848  2.9460
H  1.5246  -0.5237  2.2684
H  2.8962  0.2373  -0.2541
H  3.3193  -3.8010  -0.1067
H  3.1696  -5.7964  1.3354
H  1.4630  -5.9168  3.1231
H  -0.1307  -4.0342  3.4214
H  0.0005  -2.0702  1.9283
H  0.2692  -3.0127  -1.7095
H  0.7204  -3.7872  -4.0143
H  2.8464  -3.1478  -5.1311
H  4.5005  -1.7773  -3.9075
H  4.0668  -1.0685  -1.5968
H  4.0063  2.5365  2.9799
H  5.7556  4.0261  2.0713
H  5.6393  4.7861  -0.2808
H  3.7693  4.0309  -1.7203
H  2.0141  2.5590  -0.7892
H  0.8274  3.9233  2.2408
H  -0.2155  4.7998  4.2946
H  -0.2792  3.3915  6.3440
H  0.7657  1.1509  6.3106
H  1.8029  0.2891  4.2588
O  -4.5464  5.0196  -0.7224
C  -3.2919  5.4150  -0.4827
C  -3.0588  6.7818  -0.3246
C  -1.7967  7.2525  -0.0138
C  -0.7280  6.3715  0.1117
C  -0.9445  5.0197  -0.0883
C  -2.2121  4.5161  -0.3735
C  -2.3402  3.0363  -0.5242
O  -1.2292  2.4003  -0.5943
N  -3.5615  2.5732  -0.5743
N  -3.7458  1.2221  -0.5417
C  -4.7363  0.7634  -1.1640
S  -5.8127  1.7005  -2.2410
C  -6.2152  0.2200  -3.2113
C  -6.5084  -0.9107  -2.2453
S  -5.1987  -0.9282  -0.9801
H  -4.5225  4.0252  -0.6659
H  -3.8985  7.4567  -0.4366
H  -1.6469  8.3152  0.1383
H  0.2627  6.7366  0.3547
H  -0.1301  4.3083  -0.0405
H  -5.3567  -0.0136  -3.8372
H  -7.0767  0.4458  -3.8386
H  -6.5020  -1.8819  -2.7400
H  -7.4621  -0.7566  -1.7428
N  -3.4992  -2.8463  2.7142
C  -3.0118  -1.5635  2.6128
C  -2.3625  -1.1218  1.4539
N  -1.8332  0.0822  1.3880
C  -1.9388  0.8817  2.4506
C  -2.5978  0.4434  3.5815
N  -3.1345  -0.7736  3.6749
H  -3.6650  -3.3537  1.8630
H  -4.1441  -3.0039  3.4688
H  -2.2805  -1.7445  0.5689
H  -1.4870  1.8631  2.3835
H  -2.6978  1.0835  4.4500
F  -2.3740  -5.0336  -7.5413
C  -3.1709  -4.9684  -6.4510
F  -3.1857  -6.1968  -5.8996
F  -4.4234  -4.7443  -6.9205
C  -2.7258  -3.9135  -5.4956
C  -2.3915  -2.6574  -5.9881
C  -1.9671  -1.6648  -5.1251
C  -1.8659  -1.9057  -3.7497
C  -2.2113  -3.1785  -3.2716
C  -2.6418  -4.1700  -4.1329
C  -1.4153  -0.9093  -2.8367
C  -1.0325  -0.0636  -2.0515
H  -2.4589  -2.4688  -7.0523
H  -1.6994  -0.6880  -5.5062
H  -2.1325  -3.3678  -2.2097
H  -2.9104  -5.1469  -3.7527

Properties
Gap between HOMO and LUMO (spin up / spin down)   7.52 / 7.51 eV
<S²>   6.04
Net charge   -1
Spin multiplicity   5
LUMO energy (spin up / spin down)   1.995 / 1.994 eV
Electronic energy   -137627.10105 eV

Mulliken population analysis, charges in e, atoms 1 to 2: Mn 0.385; C -1.839

---

The following is a DFT calculation (the ωB97M-V functional and the def2-TZVPD basis) of a cluster of 2 separate species, C3H12NO in total in a non-equilibrium geometry.

Atoms and positions in Å:
C  2.1899  0.6286  0.3618
O  1.6119  0.2492  -0.8977
H  1.7626  0.0151  1.1250
H  1.9469  1.6500  0.6456
H  3.2633  0.4807  0.3546
H  1.7538  0.9349  -1.5659
C  -1.5367  0.8427  -0.3168
N  -1.0047  -0.5422  -0.2269
C  -1.3155  -1.2782  1.0522
H  -0.9808  1.3503  -1.0878
H  -1.3853  1.3131  0.6539
H  -2.6109  0.8258  -0.4819
H  -1.3820  -1.1367  -0.9649
H  0.0244  -0.5016  -0.3003
H  -2.3743  -1.4655  1.1584
H  -0.7575  -2.2107  1.0235
H  -0.9374  -0.7125  1.9002

Properties
Gap between HOMO and LUMO   11.91 eV
Net charge   +1
Spin multiplicity   1
LUMO energy   -3.139 eV
Electronic energy   -6836.36740 eV

natural (NBO) population analysis, charges in e, atoms 1 to 2: C -0.258; O -0.768

---

The following is a DFT calculation (the ωB97M-V functional and the def2-TZVPD basis) of a cluster of 2 separate species, C4H9NO2 in total in a non-equilibrium geometry.

Atoms and positions in Å:
C  0.9479  -2.6454  0.2584
C  1.8103  -1.9125  0.9405
O  2.6494  -1.3968  1.5769
H  0.1765  -2.2153  -0.3677
H  1.0705  -3.7179  0.3384
N  0.6076  0.1861  0.2767
C  -0.7197  0.2093  -0.2813
C  -1.1796  1.5787  -0.7445
O  -1.1155  2.4297  0.3810
H  0.6128  0.6968  1.1514
H  1.2899  0.6540  -0.3118
H  -0.7860  -0.4987  -1.1184
H  -1.4042  -0.1579  0.4900
H  -0.5200  1.9138  -1.5624
H  -2.2005  1.5203  -1.1520
H  -1.3142  3.3317  0.1131

Properties
Gap between HOMO and LUMO   9.39 eV
Net charge   0
Structure (SMILES)   C=C=O.NCCO
Spin multiplicity   1
LUMO energy   0.733 eV
Electronic energy   -9877.56842 eV

natural (NBO) population analysis, charges in e, atoms 1 to 2: C -0.793; C 0.748

---

The following is a DFT calculation (the ωB97M-V functional and the def2-TZVPD basis) of a structure of composition C34H53N2O2P2Zn in a non-equilibrium geometry.

Atoms and positions in Å:
C  -1.5238  -1.4442  -2.6251
C  0.7556  -1.9029  -2.2695
C  -1.5695  -2.2785  -3.7354
C  0.6970  -2.8899  -3.2953
C  -0.4581  -3.0706  -4.0250
H  -2.4890  -2.3159  -4.3120
H  1.6263  -3.3975  -3.5548
H  -0.4969  -3.8016  -4.8289
N  -0.4459  -1.3825  -1.8267
P  -2.8457  -0.2799  -0.4777
P  2.7736  -0.3689  -0.7254
C  -2.7058  -0.5084  -2.3122
H  -2.5243  0.4807  -2.7712
H  -3.6378  -0.8871  -2.7584
C  2.0464  -1.4480  -1.8831
H  2.8133  -2.0970  -2.3320
C  4.2043  0.3970  -1.7149
C  3.3436  -1.2382  0.9123
C  -3.4456  1.4630  -0.1815
C  -4.0099  -1.6639  0.0095
C  4.2316  1.8809  -1.3063
H  4.4266  2.0146  -0.2330
H  5.0306  2.3888  -1.8663
H  3.2800  2.3749  -1.5461
C  5.5514  -0.2848  -1.4592
H  5.8924  -0.2068  -0.4223
H  5.5203  -1.3418  -1.7537
H  6.3068  0.2045  -2.0922
C  3.9287  0.2848  -3.2177
H  4.6996  0.8522  -3.7602
H  3.9497  -0.7512  -3.5737
H  2.9624  0.7135  -3.4791
C  4.1621  -0.2503  1.7590
H  3.5726  0.6477  1.9924
H  4.4309  -0.7356  2.7115
H  5.0946  0.0693  1.2773
C  2.1082  -1.6536  1.7265
H  1.4794  -0.8026  2.0151
H  1.4882  -2.3800  1.1856
H  2.4392  -2.1411  2.6591
C  4.1444  -2.4981  0.5736
H  5.0701  -2.2840  0.0276
H  4.4263  -3.0061  1.5093
H  3.5455  -3.1967  -0.0240
C  -4.5101  -1.4108  1.4414
H  -5.1047  -2.2851  1.7498
H  -3.6777  -1.3098  2.1497
H  -5.1593  -0.5272  1.5124
C  -3.2023  -2.9753  -0.0197
H  -2.7989  -3.1851  -1.0189
H  -2.3766  -2.9592  0.7017
H  -3.8794  -3.7977  0.2581
C  -5.1945  -1.7971  -0.9590
H  -5.9001  -2.5250  -0.5306
H  -5.7365  -0.8562  -1.1090
H  -4.8802  -2.1894  -1.9339
C  -2.5783  2.4384  -0.9976
H  -2.7463  2.3396  -2.0772
H  -2.8453  3.4667  -0.7109
H  -1.5052  2.3058  -0.7971
C  -3.2852  1.7839  1.3172
H  -2.2631  1.6071  1.6840
H  -3.5157  2.8490  1.4698
H  -3.9742  1.2058  1.9455
C  -4.9101  1.5632  -0.6172
H  -5.0466  1.2726  -1.6689
H  -5.5828  0.9666  0.0145
H  -5.2294  2.6124  -0.5245
Zn  -0.6053  -0.3400  0.0058
C  -1.0435  -1.1715  1.8576
O  -1.2916  -1.8072  2.7923
N  0.5952  1.0013  -0.8025
C  1.0460  1.0911  -1.9303
C  0.9346  1.9158  -3.1251
C  0.7588  3.2900  -2.8963
C  0.9549  1.4318  -4.4575
C  0.6276  4.1794  -3.9624
H  0.7359  3.6534  -1.8645
C  0.8551  2.3379  -5.5188
H  1.0873  0.3612  -4.6457
C  0.6914  3.7042  -5.2745
H  0.4837  5.2414  -3.7604
H  0.9116  1.9743  -6.5476
H  0.6162  4.4023  -6.1071
C  0.4718  0.1122  5.0345
C  -0.3092  0.9505  4.0646
C  -1.0701  2.1124  4.6247
O  -0.3484  0.6673  2.8448
H  0.2776  0.4401  6.0601
H  1.5484  0.2037  4.8327
H  0.1777  -0.9397  4.9388
H  -1.1685  2.9050  3.8764
H  -2.0727  1.7784  4.9316
H  -0.5639  2.5026  5.5141

Properties
Gap between HOMO and LUMO   5.32 eV
Net charge   +1
Spin multiplicity   1
LUMO energy   -2.986 eV
Electronic energy   -110180.16468 eV

Mulliken population analysis, charges in e, atoms 1 to 2: C 0.382; C 0.125

---

The following is a DFT calculation (the ωB97M-V functional and the def2-TZVPD basis) of a structure of composition C27H24BrN4O5Sn.

Atoms and positions in Å:
Sn  -0.0289  0.3015  -1.0120
C  -2.7224  -2.4103  -6.8843
O  -3.6427  -2.6503  -5.8195
C  -3.3231  -2.2539  -4.5918
C  -4.3055  -2.5254  -3.6059
C  -4.0815  -2.1394  -2.3290
C  -2.8723  -1.4914  -1.9313
C  -2.7157  -1.0902  -0.5923
C  -3.8052  -1.2423  0.4240
O  -1.6293  -0.5995  -0.1189
C  -1.8824  -1.2495  -2.9376
O  -0.7264  -0.6683  -2.7003
C  -2.1389  -1.6192  -4.2625
H  -3.1932  -2.8118  -7.7749
H  -1.7791  -2.9259  -6.7003
H  -2.5499  -1.3405  -7.0087
H  -5.2127  -3.0295  -3.9054
H  -4.8362  -2.3439  -1.5836
H  -3.9218  -2.2947  0.6912
H  -4.7594  -0.8879  0.0396
H  -3.5355  -0.6857  1.3167
H  -1.3797  -1.3968  -4.9962
C  1.1630  1.5578  -2.2198
H  1.9128  2.0257  -1.5859
H  0.5492  2.3311  -2.6765
H  1.6259  0.9617  -3.0025
C  2.4801  -3.2346  -0.7935
C  1.6875  -2.1824  -1.1799
N  1.2426  -1.2809  -0.2795
C  1.5980  -1.3686  1.0051
C  2.4321  -2.3830  1.4610
C  2.8418  -3.3414  0.5443
C  2.8301  -2.4802  2.8756
C  3.2025  -1.4951  3.6937
C  3.4192  -0.0702  3.3749
C  3.4363  0.8676  4.3978
C  3.6597  2.1862  4.0426
N  3.8628  2.5580  2.7821
C  3.8459  1.5800  1.8836
N  3.6382  0.2903  2.1055
H  2.8070  -3.9588  -1.5250
H  1.3635  -2.0449  -2.2036
H  1.2006  -0.6145  1.6751
H  3.4635  -4.1645  0.8742
H  2.8228  -3.4872  3.2789
H  3.4139  -1.7646  4.7221
H  3.2683  0.5815  5.4266
H  3.6743  2.9720  4.7902
H  4.0286  1.8707  0.8540
Br  0.8590  6.1911  4.7284
C  -0.0938  5.2026  3.4383
C  -1.1934  5.7666  2.8044
N  -1.9085  5.1153  1.8927
C  -1.5315  3.8845  1.5718
C  -0.4441  3.2444  2.1524
C  0.2914  3.9159  3.1172
C  -0.0651  1.8584  1.7668
O  0.3602  1.0431  2.5562
O  -0.2178  1.6181  0.4762
H  -1.5008  6.7777  3.0427
H  -2.1294  3.3741  0.8258
H  1.1460  3.4515  3.5888

Properties
Gap between HOMO and LUMO   8.03 eV
Net charge   +1
Spin multiplicity   1
LUMO energy   -3.280 eV
Electronic energy   -120455.27264 eV

natural (NBO) population analysis, charges in e, atoms 1 to 2: Sn 2.304; C -0.262

---

The following is a DFT calculation (the ωB97M-V functional and the def2-TZVPD basis) of a structure of composition C37H33AsMnN9O2S.

Atoms and positions in Å:
Mn  0.3277  0.2226  0.0227
C  -4.6638  1.0922  1.1469
C  -3.7989  0.1959  1.9539
N  -4.1367  -0.4421  3.0225
N  -2.9932  -1.1093  3.3875
C  -1.9356  -0.9169  2.5804
S  -0.3954  -1.4963  2.7286
N  -2.4723  -0.0753  1.6400
N  -1.7781  0.4558  0.5470
H  -5.6520  1.1202  1.5991
H  -4.7549  0.7359  0.1188
H  -4.2608  2.1068  1.1190
H  -2.9745  -1.6678  4.2219
H  -1.6914  1.4643  0.6683
H  -2.3436  0.3004  -0.2875
N  2.6855  -1.8895  0.3274
C  3.1722  -0.6924  -0.1980
C  4.5549  -0.5205  -0.2824
C  5.0544  0.6539  -0.7972
C  4.1639  1.6303  -1.2362
C  2.8209  1.3847  -1.1024
N  2.3193  0.2532  -0.5755
C  1.5083  -2.5448  -0.0151
C  1.4868  -3.9412  0.0260
C  0.3290  -4.6029  -0.3096
C  -0.7874  -3.8628  -0.6939
C  -0.6790  -2.4982  -0.6882
N  0.4395  -1.8346  -0.3507
H  3.4107  -2.5103  0.6456
H  5.2158  -1.3116  0.0507
H  6.1231  0.8065  -0.8681
H  4.5068  2.5649  -1.6568
H  2.0818  2.1180  -1.3922
H  2.3788  -4.4840  0.3123
H  0.2927  -5.6844  -0.2827
H  -1.7183  -4.3376  -0.9668
H  -1.5274  -1.8731  -0.9403
O  0.1997  2.2081  0.0615
N  0.8872  2.8295  0.9707
N  1.3653  2.0442  1.8277
O  1.1577  0.7574  1.8154
C  2.1708  2.5730  2.9146
C  2.5589  1.6865  3.9028
C  3.3268  2.1558  4.9601
C  3.6975  3.4886  5.0191
C  3.3001  4.3633  4.0145
C  2.5346  3.9132  2.9520
H  2.2486  0.6547  3.8391
H  3.6307  1.4723  5.7422
H  4.2957  3.8493  5.8460
H  3.5885  5.4057  4.0576
H  2.2196  4.5858  2.1661
C  0.5144  -1.6596  -6.5711
C  -0.1875  -0.4597  -6.6451
C  -0.5099  0.2305  -5.4863
C  -0.1299  -0.2841  -4.2494
C  0.5722  -1.4838  -4.1753
C  0.8937  -2.1720  -5.3396
As  -0.5755  0.6151  -2.5983
C  -2.5199  0.6688  -2.6470
C  -3.4128  -0.3848  -2.5029
C  -4.7814  -0.1329  -2.4977
C  -5.2448  1.1732  -2.6181
C  -4.3539  2.2275  -2.7644
C  -2.9839  1.9827  -2.7896
C  -1.9270  2.9939  -3.0227
C  -2.1378  4.3511  -3.2388
C  -1.0612  5.1810  -3.5133
C  0.2281  4.6652  -3.5820
C  0.4483  3.3144  -3.3485
C  -0.6266  2.4876  -3.0644
H  0.7651  -2.1939  -7.4786
H  -0.4789  -0.0599  -7.6083
H  -1.0477  1.1696  -5.5436
H  0.8766  -1.8763  -3.2109
H  1.4420  -3.1041  -5.2837
H  -3.0570  -1.4076  -2.4374
H  -5.4835  -0.9522  -2.4092
H  -6.3102  1.3685  -2.6112
H  -4.7326  3.2360  -2.8784
H  -3.1381  4.7649  -3.2059
H  -1.2280  6.2361  -3.6877
H  1.0590  5.3171  -3.8180
H  1.4531  2.9132  -3.4122

Properties
Gap between HOMO and LUMO (spin up / spin down)   8.07 / 7.97 eV
<S²>   0.87
Net charge   +1
Spin multiplicity   2
LUMO energy (spin up / spin down)   -2.049 / -2.129 eV
Electronic energy   -159397.76511 eV

Mulliken population analysis, charges in e, atoms 1 to 2: Mn 0.519; C -0.819